[1]
C5H18IN6O4 | wB97M-V/def2-TZVPD

Structure (XYZ):
```
34
C5H18IN6O4 | the OMol25 dataset | wB97M-V/def2-TZVPD
H -0.043 -1.258 1.692
H 1.888 -1.660 3.547
H -1.222 -0.741 -4.745
H -0.006 3.081 0.351
N -0.211 3.882 0.930
H -1.708 2.738 -0.204
O -3.605 -1.353 -4.217
H 1.936 -3.103 0.928
N 2.150 -2.604 0.076
C -2.815 -0.678 -3.535
O -1.815 5.491 1.204
H 2.758 -1.434 -1.771
O 1.533 0.253 2.955
O 4.100 -3.639 -0.045
C 1.108 -0.898 3.551
H -0.154 -2.613 2.832
N -2.152 3.568 0.163
I 0.600 0.668 -0.837
H 1.434 0.203 2.001
H -0.888 -0.067 -3.188
C 3.266 -2.838 -0.448
N -1.563 -0.426 -3.848
H 0.500 4.569 1.136
H -1.072 -1.192 3.078
H 4.454 -1.881 -1.695
N 3.507 -1.969 -1.354
H -4.220 -0.347 -2.228
H 0.911 -0.886 4.623
H 1.667 -1.732 -0.084
C -0.090 -1.528 2.747
H -2.565 0.296 -1.824
N -3.233 -0.206 -2.392
H -3.043 3.871 -0.204
C -1.409 4.431 0.807
```

Gap between HOMO and LUMO (spin up / spin down): 9.621 / 4.461 eV
LUMO (spin up / spin down): -0.42 / -5.56 eV
Multiplicity: 2
DFT total energy: -30707.824 eV

Löwdin population analysis, charges in e, atoms 1 to 4: 0.013, 0.097, 0.121, -0.051

***

[2]
C13H11BrN3O7Ru | wB97M-V/def2-TZVPD

Structure (XYZ):
```
36
C13H11BrN3O7Ru | the OMol25 dataset | wB97M-V/def2-TZVPD
H -2.268 -0.669 2.013
C -0.188 4.387 -0.592
C -0.593 6.989 -1.184
H -3.322 -0.743 0.569
H -0.803 8.027 -1.415
O -1.870 0.687 0.474
H 3.271 -1.562 3.694
O 0.111 2.558 0.953
C -0.064 2.978 -0.266
C 0.549 5.340 0.108
H 3.393 0.702 -2.295
H 1.254 5.052 0.877
O 4.255 -1.546 3.647
H -3.489 0.606 1.696
O 0.073 -0.587 1.905
C 1.278 -0.830 2.427
N 4.146 0.283 0.497
Br 1.338 8.012 0.636
C -1.079 4.795 -1.580
N 1.990 0.427 0.457
C 2.361 -0.277 1.592
C 3.206 1.439 -1.512
C 0.355 6.663 -0.217
H -1.638 4.069 -2.159
O 1.474 -1.447 3.441
H 4.029 2.153 -1.516
Ru -0.035 0.672 0.425
H 5.132 0.357 0.272
C 3.108 0.754 -0.201
C 3.708 -0.374 1.625
O -0.104 2.043 -1.107
C -2.776 -0.086 1.251
C 4.713 -0.976 2.551
N -1.289 6.075 -1.858
H 2.275 1.947 -1.746
O 5.872 -0.901 2.250
```

Gap between HOMO and LUMO (spin up / spin down): 5.820 / 5.567 eV
LUMO (spin up / spin down): -6.74 / -7.00 eV
Multiplicity: 1
Net charge: +1
DFT total energy: -105079.732 eV

Löwdin population analysis, charges in e, atoms 1 to 4: 0.077, -0.125, -0.136, 0.110

***

[3]
C18H18Cl15NO6 | wB97M-V/def2-TZVPD

Structure (XYZ):
```
58
C18H18Cl15NO6 | the OMol25 dataset | wB97M-V/def2-TZVPD
H 2.661 -3.372 4.278
H 3.117 1.235 -0.178
O 2.608 -2.591 4.932
Cl 0.564 -4.947 2.477
O 0.372 3.220 5.419
Cl -3.477 -0.199 -6.330
C -3.705 0.267 -4.636
C -5.509 -3.727 -7.630
Cl 0.098 -2.876 -3.858
Cl 3.030 4.353 4.203
C 2.394 -1.326 4.171
H -2.481 3.437 -0.712
O 1.133 0.414 -1.968
H -1.070 3.018 0.488
O -1.308 -0.136 -2.082
C -1.669 -2.938 -3.970
Cl -2.317 -4.684 2.814
C 2.796 0.107 0.041
H 0.204 4.202 2.705
H -0.627 -4.371 4.427
H -5.776 -2.864 -8.245
C -0.769 2.353 -1.771
H -2.787 0.038 -4.089
Cl -5.032 -0.657 -3.910
C 1.890 1.392 2.376
C 1.508 2.871 1.782
Cl -2.403 -2.654 -2.382
N 1.098 3.709 3.005
C 1.545 1.341 3.977
C 1.323 -0.249 -0.666
O 1.521 3.386 0.550
H 0.520 0.232 0.073
O 3.328 -2.575 1.877
C -1.695 2.592 -0.414
C 0.942 2.837 4.269
C 2.771 -1.360 2.552
H -1.999 -2.148 -4.649
C -0.325 0.768 -1.969
C 4.618 4.911 4.756
H 3.635 -0.663 -0.291
H -2.280 1.622 -0.081
H 1.471 0.063 6.063
Cl -5.184 -3.159 -5.983
H 1.098 -1.409 -0.674
C -0.729 -4.125 3.367
Cl 5.911 4.090 3.866
H -1.416 2.694 -2.713
C 2.499 0.037 1.681
Cl -2.195 -4.497 -4.628
H 4.171 -2.328 1.370
Cl 4.757 6.668 4.574
Cl -4.015 2.007 -4.505
H 4.720 4.666 5.816
Cl -6.871 -4.861 -7.639
H 0.224 3.012 -1.729
Cl -0.590 -2.368 3.185
Cl -4.065 -4.483 -8.324
C 1.764 0.024 4.929
```

Gap between HOMO and LUMO: 7.433 eV
LUMO: -1.82 eV
Multiplicity: 1
DFT total energy: -220554.863 eV

Löwdin population analysis, charges in e, atoms 1 to 4: 0.109, 0.134, -0.073, 0.531

***

[4]
C6H12O | wB97M-V/def2-TZVPD

Structure (XYZ):
```
19
C6H12O | the OMol25 dataset | wB97M-V/def2-TZVPD
C -0.351 1.441 -0.246
H 1.597 -1.369 0.053
C -2.441 -0.749 0.360
H -0.740 -1.949 -0.229
H -0.207 1.631 -1.337
C -0.011 0.035 0.187
H 3.464 0.126 0.165
H -1.214 -0.756 -1.427
C -1.096 -0.917 -0.345
H 2.284 0.981 1.165
H -2.803 0.283 0.294
H 2.556 1.484 -0.504
H -0.027 0.029 1.285
H 1.382 -0.420 -1.406
O -0.771 2.312 0.478
H -2.355 -0.998 1.424
C 2.483 0.611 0.153
C 1.387 -0.355 -0.308
H -3.201 -1.404 -0.078
```

Gap between HOMO and LUMO: 10.773 eV
LUMO: 1.10 eV
ΔE to the lowest compared entry with this formula, charge and spin: 9.5 kcal/mol
Multiplicity: 1
DFT total energy: -8463.942 eV

Löwdin population analysis, charges in e, atoms 1 to 4: -0.259, 0.112, -0.100, 0.113